[1]
{
  "formula": "C22H22N6O3Y",
  "method": "the ωB97M-V functional and the def2-TZVPD basis",
  "lumo_ev": [-3.938, -3.842],
  "e_homo_ev": [-8.281, -11.015],
  "total_charge": 1,
  "gap_ev": [4.343, 7.173],
  "elements": ["Y", "C", "C", "N", "C", "C", "N", "C", "C", "C", "C", "C", "N", "C", "C", "N", "C", "C", "N", "C", "C", "C", "N", "C", "C", "H", "H", "H", "H", "H", "H", "H", "H", "H", "H", "H", "H", "C", "C", "O", "H", "H", "H", "H", "H", "H", "C", "O", "C", "O", "H", "H", "H", "H"],
  "coordinates": [[0.00, 0.00, 0.00], [1.45, -2.22, -3.76], [1.13, -1.24, -2.85], [0.60, -1.52, -1.64], [0.39, -2.85, -1.34], [0.73, -3.81, -2.29], [1.26, -3.53, -3.51], [-0.20, -3.17, -0.01], [-0.48, -4.45, 0.46], [-1.04, -4.67, 1.74], [-1.29, -3.51, 2.51], [-1.00, -2.24, 2.02], [-0.47, -2.11, 0.79], [-1.23, -0.96, 2.76], [-1.77, -0.91, 4.05], [-1.99, 0.24, 4.74], [-1.65, 1.38, 4.10], [-1.11, 1.36, 2.83], [-0.90, 0.22, 2.15], [-1.34, -6.05, 2.25], [-1.90, -6.27, 3.53], [-2.16, -7.57, 3.96], [-1.92, -8.67, 3.23], [-1.40, -8.46, 2.01], [-1.10, -7.21, 1.50], [1.88, -1.97, -4.73], [1.28, -0.19, -3.06], [0.59, -4.87, -2.12], [-0.26, -5.29, -0.18], [-1.71, -3.60, 3.49], [-2.06, -1.80, 4.60], [-1.82, 2.30, 4.63], [-0.84, 2.28, 2.31], [-2.14, -5.47, 4.21], [-2.59, -7.75, 4.94], [-1.21, -9.36, 1.43], [-0.67, -7.18, 0.50], [0.90, 2.94, 1.30], [1.86, 1.79, 1.51], [1.98, 1.06, 0.30], [0.78, 3.52, 2.22], [-0.08, 2.57, 0.99], [1.26, 3.60, 0.50], [1.49, 1.12, 2.29], [2.85, 2.16, 1.80], [2.63, 0.33, 0.46], [-0.45, 1.45, -4.18], [-0.41, 0.64, -3.01], [-0.06, 1.39, -1.97], [0.26, 2.07, -1.06], [-0.74, 0.81, -5.02], [0.54, 1.87, -4.40], [-1.19, 2.25, -4.09], [-1.98, 0.54, 0.08]],
  "lowdin_charge": [1.317, -0.126, -0.144, -0.051, -0.197, -0.055, 0.073, -0.195, 0.064, -0.102, 0.051, -0.196, -0.014, -0.159, -0.031, 0.113, -0.078, -0.119, -0.047, -0.145, -0.016, -0.125, 0.068, -0.125, -0.014, 0.106, 0.096, 0.111, 0.100, 0.095, 0.117, 0.119, 0.070, 0.099, 0.111, 0.111, 0.101, -0.092, -0.265, -0.181, 0.111, 0.031, 0.103, 0.109, 0.140, 0.152, -0.013, -0.071, -0.342, 0.041, 0.118, 0.117, 0.119, -0.061]
}

[2]
{
  "formula": "C5H10O",
  "method": "the ωB97M-V functional and the def2-TZVPD basis",
  "lumo_ev": 1.030,
  "smiles": "CCC1(O)CC1",
  "e_homo_ev": -9.786,
  "total_charge": 0,
  "gap_ev": 10.816,
  "elements": ["C", "C", "C", "O", "C", "C", "H", "H", "H", "H", "H", "H", "H", "H", "H", "H"],
  "coordinates": [[2.04, 0.24, 0.12], [0.79, -0.27, -0.61], [-0.47, -0.26, 0.21], [-0.43, -1.21, 1.25], [-1.23, 0.98, 0.55], [-1.82, -0.01, -0.42], [2.95, 0.08, -0.46], [2.15, -0.29, 1.07], [1.97, 1.31, 0.34], [0.91, -1.33, -0.84], [0.66, 0.26, -1.56], [-0.52, -2.09, 0.86], [-1.66, 1.01, 1.55], [-0.88, 1.94, 0.17], [-2.64, -0.62, -0.07], [-1.88, 0.26, -1.47]],
  "lowdin_charge": [-0.092, -0.186, -0.554, 0.001, -0.067, -0.072, 0.070, 0.073, 0.072, 0.112, 0.117, 0.106, 0.108, 0.106, 0.103, 0.102]
}

[3]
{
  "formula": "C5H8N2",
  "method": "the ωB97M-V functional and the def2-TZVPD basis",
  "lumo_ev": [-0.203, -0.204],
  "e_homo_ev": [-8.273, -8.273],
  "total_charge": 0,
  "gap_ev": [8.070, 8.068],
  "elements": ["C", "C", "N", "C", "C", "N", "C", "H", "H", "H", "H", "H", "H", "H", "H"],
  "coordinates": [[0.04, 2.15, -0.94], [0.18, 0.67, -1.27], [-0.07, -0.10, -0.08], [-1.30, -1.39, 1.61], [-0.50, -2.38, 1.73], [0.70, -1.71, 1.44], [0.85, -0.87, 0.39], [0.19, 2.77, -1.83], [-0.96, 2.36, -0.53], [0.77, 2.44, -0.18], [1.18, 0.47, -1.71], [-0.56, 0.39, -2.03], [-1.86, -0.51, 1.37], [-0.54, -3.42, 2.04], [1.87, -0.88, -0.02]],
  "lowdin_charge": [-0.112, -0.312, -0.017, 0.228, -0.233, 0.042, -0.307, 0.066, 0.067, 0.070, 0.101, 0.106, 0.067, 0.108, 0.128]
}

Number 1: DFT total energy -39286.04194 eV. Number 2: DFT total energy -7393.73680 eV. Number 3: DFT total energy -8289.81663 eV.